(1)
{
  "formula": "C15H32",
  "method": "ωB97M-V/def2-TZVPD",
  "orbital_gap_ev": 10.83,
  "e_homo_ha": -0.366,
  "smiles": "CCC[C@](C)(CC)C[C@](C)(CC)CCC",
  "spin_multiplicity": 1,
  "elements": ["C", "C", "C", "C", "C", "C", "C", "C", "C", "C", "C", "C", "C", "C", "C", "H", "H", "H", "H", "H", "H", "H", "H", "H", "H", "H", "H", "H", "H", "H", "H", "H", "H", "H", "H", "H", "H", "H", "H", "H", "H", "H", "H", "H", "H", "H", "H"],
  "xyz": [[-2.207, -3.970, 1.419], [3.775, 2.690, 0.608], [0.382, -1.308, -3.240], [-1.515, 1.446, 2.335], [1.060, -1.349, -0.385], [-0.654, 2.940, -0.257], [-1.770, -3.306, 0.201], [2.276, 2.914, 0.351], [-0.748, -1.658, -2.166], [-0.213, 1.187, 1.714], [-1.304, -1.825, 0.378], [1.534, 1.566, -0.040], [-0.774, 0.445, -0.825], [-0.418, -1.122, -0.707], [-0.091, 1.545, 0.156], [-1.484, -3.937, 2.187], [-2.376, -5.004, 1.191], [-3.044, -3.448, 1.805], [4.206, 3.619, 0.971], [3.897, 1.900, 1.307], [4.209, 2.551, -0.356], [-0.021, -1.578, -4.271], [1.228, -1.951, -3.014], [0.595, -0.247, -3.277], [-2.273, 0.813, 1.784], [-1.489, 1.136, 3.328], [-1.784, 2.527, 2.368], [1.485, -1.184, 0.612], [1.325, -2.377, -0.529], [1.697, -0.778, -1.053], [-0.704, 3.724, 0.489], [-0.060, 3.321, -1.113], [-1.766, 2.860, -0.532], [-0.852, -3.927, 0.042], [-2.470, -3.459, -0.679], [1.864, 3.274, 1.332], [2.127, 3.731, -0.502], [-1.733, -1.219, -2.346], [-0.727, -2.769, -2.152], [0.515, 1.745, 2.246], [0.074, 0.154, 1.810], [-0.813, -1.832, 1.371], [-2.209, -1.233, 0.531], [1.698, 1.292, -1.094], [1.999, 0.792, 0.495], [-1.861, 0.513, -0.648], [-0.589, 0.791, -1.842]],
  "forces_ev_per_a": [[-1.16, 0.01, 0.60], [-1.31, 1.46, -0.86], [-2.52, -0.73, -0.40], [-2.09, 0.23, -1.59], [0.64, -0.13, -0.19], [-1.37, -0.73, -0.70], [2.48, 0.31, -2.63], [-1.14, 0.46, -0.71], [1.78, -0.12, 0.67], [0.28, 0.42, -2.52], [-0.65, -0.44, 0.28], [-1.52, 2.08, -1.29], [0.50, 0.04, 1.94], [-0.03, 0.86, -0.15], [1.65, -0.69, 0.68], [1.12, 0.09, 0.81], [-0.62, -0.56, 0.19], [-1.43, -0.02, 0.68], [0.13, 0.00, 0.36], [0.50, -0.74, 0.41], [0.80, -0.79, -0.50], [0.57, 0.20, 1.24], [0.25, 0.37, -0.18], [0.44, 0.11, 0.15], [0.28, 1.01, 0.74], [-0.18, -0.69, 1.90], [-0.02, -0.75, -0.40], [-0.90, 0.43, 0.12], [-0.03, -0.97, -0.46], [0.02, -0.07, -0.14], [0.63, -0.04, 0.52], [-0.64, -0.18, 0.33], [1.53, -0.10, -0.04], [-0.30, 0.68, -1.09], [0.78, 0.24, 1.07], [-0.09, 0.00, -1.05], [0.21, -1.59, 2.02], [0.04, -0.47, -0.66], [-0.65, 0.65, 0.07], [1.02, 0.68, 0.35], [0.04, -0.51, 0.07], [0.11, 0.29, -0.48], [-0.12, 0.10, -0.04], [0.26, 0.50, 0.09], [0.37, -1.00, 1.03], [0.26, 0.09, -0.19], [0.06, -0.02, -0.01]]
}

(2)
{
  "formula": "C44H39Cl3F6FeN8O10S6Se",
  "method": "ωB97M-V/def2-TZVPD",
  "orbital_gap_ev": [4.40, 7.09],
  "e_homo_ha": [-0.098, -0.197],
  "de_lowest_ev": 0.000,
  "s_squared": 8.7743,
  "spin_multiplicity": 6,
  "total_charge": -1,
  "elements": ["Fe", "N", "S", "N", "S", "N", "S", "N", "C", "C", "C", "C", "C", "C", "C", "C", "C", "C", "C", "C", "C", "C", "C", "C", "C", "C", "C", "C", "C", "C", "C", "C", "C", "C", "C", "C", "C", "C", "C", "C", "C", "C", "C", "C", "H", "H", "H", "H", "H", "H", "H", "H", "H", "H", "H", "H", "H", "H", "H", "H", "H", "H", "H", "H", "H", "H", "H", "H", "H", "H", "H", "H", "H", "H", "O", "Se", "O", "O", "O", "Cl", "C", "Cl", "Cl", "C", "N", "F", "C", "F", "F", "S", "O", "O", "N", "S", "O", "O", "C", "F", "F", "F", "C", "N", "C", "S", "N", "C", "H", "H", "H", "H", "H", "H", "H", "H", "O", "C", "O", "H"],
  "xyz": [[-1.041, 0.963, 1.012], [0.680, -0.061, 2.134], [1.689, -1.205, 2.439], [2.488, -1.624, 0.990], [1.954, -2.580, -0.091], [0.584, -2.258, -0.875], [0.389, -1.001, -1.812], [0.211, 0.341, -1.036], [-0.959, -1.468, -2.878], [-1.164, -0.738, -4.043], [-2.284, -1.006, -4.814], [-3.195, -1.968, -4.407], [-2.990, -2.667, -3.223], [-1.871, -2.416, -2.446], [1.753, -0.805, -2.930], [2.697, 0.169, -2.614], [3.753, 0.389, -3.472], [3.843, -0.331, -4.666], [2.887, -1.283, -4.983], [1.840, -1.541, -4.114], [3.235, -2.780, -1.250], [4.518, -2.234, -1.050], [5.538, -2.577, -1.908], [5.325, -3.476, -2.958], [4.056, -4.036, -3.135], [3.020, -3.705, -2.297], [1.720, -4.224, 0.497], [0.710, -5.064, 0.035], [0.657, -6.368, 0.496], [1.606, -6.846, 1.388], [2.626, -6.004, 1.826], [2.690, -4.702, 1.382], [2.812, 1.835, 3.654], [2.673, 2.025, 5.030], [3.774, 1.902, 5.861], [5.028, 1.609, 5.340], [5.169, 1.444, 3.969], [4.072, 1.542, 3.130], [0.534, -2.585, 2.724], [0.853, -3.510, 3.707], [-0.102, -4.427, 4.120], [-1.373, -4.398, 3.567], [-1.687, -3.466, 2.586], [-0.736, -2.551, 2.169], [-0.453, 0.021, -4.337], [-2.458, -0.443, -5.720], [-4.080, -2.158, -4.999], [-3.712, -3.403, -2.897], [-1.696, -2.920, -1.506], [2.569, 0.731, -1.697], [4.510, 1.119, -3.221], [4.660, -0.137, -5.348], [2.967, -1.838, -5.908], [1.092, -2.285, -4.350], [4.669, -1.541, -0.233], [6.520, -2.141, -1.774], [6.132, -3.742, -3.627], [3.881, -4.737, -3.942], [2.036, -4.142, -2.419], [-0.032, -4.677, -0.649], [-0.139, -7.022, 0.164], [1.544, -7.862, 1.753], [3.370, -6.374, 2.520], [3.474, -4.031, 1.711], [1.701, 2.279, 5.430], [3.662, 2.049, 6.928], [5.884, 1.512, 5.995], [6.142, 1.216, 3.552], [4.155, 1.372, 2.064], [1.841, -3.501, 4.150], [0.137, -5.143, 4.895], [-2.129, -5.092, 3.911], [-2.687, -3.418, 2.174], [-0.978, -1.789, 1.440], [-4.188, 1.573, -3.176], [-3.216, 0.790, -2.141], [-3.380, 3.419, -1.152], [-0.273, 1.268, -2.043], [-4.346, 0.637, -0.702], [-5.130, -1.881, 1.272], [-4.393, -0.281, 1.534], [-5.699, 0.876, 1.820], [-3.340, -0.369, 2.950], [-3.573, 0.025, 0.256], [-2.385, -0.310, 0.036], [-0.117, 5.775, -0.637], [0.379, 5.632, 0.605], [0.143, 6.784, 1.248], [1.704, 5.496, 0.496], [-0.354, 4.168, 1.524], [0.017, 3.068, 0.668], [0.166, 4.365, 2.833], [-1.870, 4.629, 1.364], [-3.049, 3.700, 1.830], [-4.323, 4.294, 1.568], [-2.871, 2.290, 1.578], [-3.024, 3.863, 3.703], [-2.910, 5.175, 3.983], [-4.212, 3.463, 4.194], [-2.091, 3.212, 4.366], [-6.078, 5.141, -2.699], [-4.964, 4.237, -2.515], [-3.889, 4.420, -1.720], [-1.588, 2.246, -1.568], [-3.337, 5.635, -1.565], [-3.483, 6.800, -2.403], [-6.995, 4.685, -2.320], [-6.226, 5.365, -3.759], [-5.918, 6.066, -2.152], [-5.140, 3.246, -2.656], [-2.700, 5.679, -0.780], [-4.064, 7.586, -1.912], [-3.963, 6.531, -3.341], [-2.492, 7.199, -2.626], [1.766, 1.925, 2.802], [0.619, 1.052, 3.082], [-0.544, 1.644, 2.927], [0.768, 0.668, 4.116]],
  "forces_ev_per_a": [[0.38, 0.13, 0.70], [-0.05, 0.12, -0.54], [-0.86, -0.41, -0.69], [-0.06, -0.23, 0.28], [1.26, 0.45, -0.75], [-0.44, -0.14, 0.32], [0.83, -0.42, -0.21], [-0.46, 0.18, 0.55], [-0.06, 0.12, 0.05], [0.16, -0.09, -0.07], [0.03, -0.03, -0.07], [0.08, 0.00, 0.14], [-0.09, 0.00, -0.06], [0.20, -0.03, 0.16], [-0.20, 0.07, -0.32], [-0.22, 0.08, 0.21], [0.04, -0.11, -0.17], [0.00, 0.04, 0.14], [0.10, 0.01, -0.06], [-0.06, -0.04, 0.21], [-0.57, 0.35, 0.47], [0.19, 0.21, 0.23], [-0.05, -0.04, 0.08], [0.03, -0.05, -0.23], [0.02, -0.01, 0.13], [-0.22, -0.19, -0.12], [-0.62, -0.16, 0.14], [0.05, 0.35, -0.05], [0.08, -0.29, 0.07], [-0.08, 0.12, -0.02], [-0.02, -0.13, -0.07], [0.06, 0.29, -0.14], [-0.02, -0.11, -0.08], [-0.08, 0.05, -0.02], [0.08, 0.01, 0.01], [-0.01, 0.03, 0.05], [0.09, -0.07, -0.03], [-0.10, 0.02, 0.03], [0.23, -0.07, 0.34], [0.10, 0.09, -0.13], [-0.01, -0.06, 0.08], [-0.03, -0.06, -0.06], [0.04, -0.03, -0.02], [0.16, 0.09, -0.11], [-0.04, 0.03, -0.03], [0.01, 0.05, -0.01], [-0.02, -0.01, -0.02], [-0.02, -0.01, 0.04], [-0.10, -0.03, 0.03], [0.08, 0.04, 0.00], [-0.04, 0.04, 0.01], [0.02, -0.03, -0.02], [-0.02, -0.02, 0.01], [0.03, -0.02, -0.04], [0.05, 0.03, -0.02], [-0.01, 0.04, 0.06], [0.03, 0.01, 0.01], [-0.02, -0.02, -0.02], [0.01, -0.06, -0.12], [-0.06, -0.01, 0.02], [-0.03, 0.02, -0.04], [0.01, -0.02, -0.01], [0.02, 0.04, 0.01], [0.04, -0.03, 0.05], [-0.02, 0.02, -0.01], [-0.05, 0.00, 0.01], [0.01, 0.02, -0.01], [0.01, -0.01, -0.02], [0.01, 0.05, -0.04], [0.03, -0.02, 0.07], [0.01, -0.02, 0.01], [0.00, -0.03, 0.01], [-0.01, 0.00, -0.03], [-0.17, 0.02, -0.01], [-0.39, 0.21, -0.09], [-0.12, -0.88, -0.38], [-0.64, 0.89, 0.03], [0.14, -0.21, -0.37], [0.16, 0.18, 0.08], [-0.15, -0.40, -0.10], [-0.03, 0.27, 0.07], [0.04, 0.05, 0.06], [-0.12, 0.02, -0.13], [1.02, -0.40, -0.42], [-0.87, 0.45, 0.82], [-0.05, -0.22, 0.01], [-0.17, 0.16, -0.02], [-0.03, -0.22, 0.07], [-0.11, -0.19, 0.07], [0.43, 1.75, -0.71], [0.19, -0.32, 0.11], [0.14, -0.22, 0.21], [-0.21, -0.52, -0.05], [-0.19, 0.26, 1.31], [0.16, 0.11, -0.54], [0.15, -0.01, -0.32], [-0.31, 0.31, 0.29], [0.06, -0.06, -0.03], [0.00, -0.11, -0.24], [0.07, 0.01, -0.24], [0.04, -0.01, -0.04], [-0.25, 0.06, -0.08], [0.29, -1.04, 0.12], [0.41, 0.22, 0.09], [0.06, 0.18, 0.41], [0.03, 0.05, 0.06], [0.02, 0.01, 0.03], [-0.02, 0.12, 0.04], [-0.04, 0.00, -0.01], [0.19, -0.05, -0.07], [0.09, -0.07, -0.09], [-0.04, 0.01, -0.08], [0.05, 0.00, 0.01], [-0.03, 0.02, -0.04], [0.25, 0.22, 0.11], [0.05, -0.45, 0.93], [-0.11, -0.50, -1.00], [0.15, 0.21, -0.13]]
}

Number 1: calculated total energy -16072.586 eV. Number 2: calculated total energy -297264.385 eV.